1.
Computed, not measured: a molecular structure, C24H31BrO7OsS in a non-equilibrium geometry, with ωB97M-V with the def2-TZVPD basis set.

Last column: Löwdin charge in e.
Element x y z (Å)
1 Os -0.20 0.13 -0.77  1.65
2 O 1.46 3.04 -2.63  -0.22
3 S 0.96 2.08 -1.73  0.35
4 O 1.27 2.18 -0.29  -0.31
5 O -0.58 1.88 -1.75  -0.46
6 O 1.31 0.61 -2.07  -0.45
7 C 0.93 -7.46 -1.45  -0.04
8 C 0.79 -6.95 -0.01  -0.56
9 C -0.53 -7.45 0.58  -0.04
10 C 1.94 -7.53 0.82  -0.06
11 C 0.80 -5.42 -0.01  -0.15
12 C -0.17 -4.74 -0.75  -0.06
13 C -0.18 -3.37 -0.74  -0.53
14 Br -1.40 -2.39 -1.80  0.96
15 C 0.74 -2.64 -0.01  -0.33
16 O 0.66 -1.29 -0.02  -0.34
17 C 1.75 -3.28 0.71  -0.07
18 C 1.73 -4.67 0.70  0.05
19 C 2.82 -2.47 1.46  -0.52
20 C 3.62 -1.62 0.46  -0.02
21 C 2.18 -1.55 2.53  -0.04
22 C 3.80 -3.39 2.19  -0.07
23 H 0.95 -8.55 -1.45  0.09
24 H 1.86 -7.10 -1.90  0.09
25 H 0.10 -7.14 -2.08  0.08
26 H -0.56 -8.54 0.58  0.09
27 H -1.39 -7.09 0.01  0.08
28 H -0.65 -7.10 1.61  0.09
29 H 1.89 -8.62 0.78  0.09
30 H 1.87 -7.24 1.87  0.09
31 H 2.91 -7.23 0.44  0.09
32 H -0.90 -5.28 -1.34  0.11
33 H 2.49 -5.20 1.26  0.09
34 H 3.01 -0.86 -0.03  0.07
35 H 4.07 -2.25 -0.31  0.10
36 H 4.43 -1.11 0.99  0.09
37 H 1.59 -0.75 2.09  0.06
38 H 2.98 -1.09 3.12  0.09
39 H 1.55 -2.12 3.20  0.09
40 H 4.34 -4.03 1.49  0.09
41 H 3.31 -4.01 2.93  0.09
42 H 4.54 -2.78 2.71  0.09
43 C 1.23 3.43 4.33  -0.04
44 C 0.19 2.83 3.42  -0.25
45 C -0.42 3.60 2.44  0.00
46 C -1.35 3.06 1.55  -0.20
47 C -2.00 3.93 0.51  -0.02
48 C -1.63 1.70 1.65  -0.11
49 C -1.07 0.90 2.66  -0.21
50 C -1.45 -0.54 2.84  -0.02
51 C -0.16 1.49 3.53  -0.01
52 C -2.54 1.06 0.66  -0.49
53 O -3.68 1.32 0.43  0.17
54 O -1.92 0.02 -0.03  -0.31
55 H 1.12 4.51 4.40  0.08
56 H 2.23 3.22 3.95  0.09
57 H 1.17 3.01 5.33  0.08
58 H -0.17 4.65 2.35  0.12
59 H -1.63 4.95 0.58  0.08
60 H -3.08 3.93 0.63  0.09
61 H -1.78 3.56 -0.50  0.07
62 H -2.48 -0.73 2.54  0.09
63 H -1.36 -0.82 3.89  0.09
64 H -0.81 -1.21 2.27  0.06
65 H 0.27 0.89 4.32  0.12

- gap between HOMO and LUMO (spin up / spin down) (eV) = 6.694 / 6.782
- energy relative to the best compared isomer or geometry (same formula, charge and spin) (eV) = 2.036
- highest occupied orbital energy (spin up / spin down) (eV) = -9.020 / -9.053
- F_max (eV/A) = 2.15

2.
Computed, not measured: a molecular structure, C17H25N4O9Se2V in a non-equilibrium geometry, with ωB97M-V with the def2-TZVPD basis set.

Last column: Löwdin charge in e.
Element x y z (Å)
1 V 0.88 -0.81 -0.22  0.45
2 O 2.67 -4.43 1.77  0.18
3 C 1.77 -3.53 1.45  -0.45
4 O 1.87 -2.81 0.47  -0.01
5 C 0.58 -3.56 2.39  -0.08
6 O -0.21 -2.39 2.30  -0.12
7 C 0.28 -1.31 3.10  -0.10
8 C 1.63 -0.86 2.56  -0.53
9 O 2.68 -1.07 3.09  0.16
10 O 1.53 -0.24 1.36  -0.22
11 H 3.39 -4.39 1.12  0.16
12 H -0.05 -4.39 2.08  0.16
13 H 0.92 -3.75 3.41  0.15
14 H -0.44 -0.51 3.01  0.10
15 H 0.41 -1.62 4.14  0.15
16 C -3.60 -3.12 -1.91  0.00
17 O -2.17 -3.01 -1.77  0.05
18 C -1.66 -2.16 -0.92  -0.52
19 O -0.42 -2.12 -0.83  -0.07
20 N -2.45 -1.37 -0.19  0.06
21 N -1.86 -0.48 0.71  0.04
22 H -3.75 -3.91 -2.64  0.11
23 H -4.01 -2.18 -2.29  0.11
24 H -4.06 -3.40 -0.96  0.11
25 H -3.45 -1.39 -0.30  0.15
26 H -2.21 -0.68 1.64  0.11
27 H -2.06 0.47 0.44  0.04
28 O 0.05 -0.94 -3.53  -0.11
29 C 0.81 -0.09 -4.38  -0.21
30 C 1.58 0.99 -3.62  -0.55
31 C 2.10 1.94 -4.74  -0.22
32 O 2.92 2.99 -4.27  -0.03
33 C 2.83 0.51 -2.88  -0.48
34 Se 2.76 -0.96 -1.60  0.88
35 C 0.69 1.84 -2.72  -0.45
36 Se -0.09 1.10 -1.09  0.88
37 H 0.16 -1.84 -3.81  0.10
38 H 0.13 0.40 -5.08  0.13
39 H 1.53 -0.67 -4.97  0.14
40 H 1.26 2.32 -5.32  0.13
41 H 2.73 1.35 -5.42  0.14
42 H 2.37 3.75 -4.05  0.09
43 H 3.29 1.35 -2.38  0.08
44 H 3.55 0.14 -3.61  0.08
45 H -0.16 2.23 -3.27  0.08
46 H 1.27 2.69 -2.35  0.07
47 N -3.12 5.20 6.09  0.18
48 C -2.52 4.57 5.34  -0.16
49 C -1.77 3.78 4.39  -0.22
50 C -0.76 2.94 4.82  0.00
51 C -0.08 2.20 3.87  -0.13
52 N -0.34 2.25 2.56  0.08
53 C -1.31 3.08 2.17  -0.14
54 C -2.05 3.86 3.03  0.00
55 H -0.50 2.86 5.87  0.13
56 H 0.73 1.55 4.18  0.11
57 H -1.49 3.13 1.10  0.09
58 H -2.82 4.52 2.66  0.12

- gap between HOMO and LUMO (spin up / spin down) (eV) = 6.653 / 8.338
- total charge = +1
- energy relative to the best compared isomer or geometry (same formula, charge and spin) (eV) = 0.259
- 2S+1 = 2
- highest occupied orbital energy (spin up / spin down) (eV) = -11.059 / -11.246
- F_max (eV/A) = 1.12

3.
Computed, not measured: a molecular structure, C34H23AsClN2OSbSe4Y, with ωB97M-V with the def2-TZVPD basis set.

Last column: Löwdin charge in e.
Element x y z (Å)
1 Y 0.03 0.25 -0.17  0.81
2 Cl 6.59 -3.31 -1.80  0.63
3 C 5.27 -2.24 -1.38  -0.68
4 C 5.47 -0.85 -1.42  -0.09
5 C 4.45 0.00 -1.09  0.00
6 C 3.18 -0.48 -0.68  -0.35
7 O 2.24 0.35 -0.39  -0.21
8 C 2.98 -1.89 -0.68  -0.13
9 C 1.75 -2.56 -0.39  -0.07
10 N 0.59 -2.06 -0.09  -0.01
11 C -0.50 -2.96 0.10  -0.20
12 C -0.35 -4.24 0.57  -0.02
13 C -1.48 -5.08 0.72  -0.07
14 C -2.73 -4.62 0.41  -0.03
15 C -2.91 -3.31 -0.08  -0.15
16 C -4.18 -2.76 -0.40  0.01
17 C -4.26 -1.48 -0.87  -0.02
18 C -3.08 -0.74 -1.05  -0.14
19 N -1.89 -1.22 -0.75  0.00
20 C -1.79 -2.48 -0.24  -0.16
21 C 4.06 -2.75 -1.03  -0.07
22 H 6.43 -0.46 -1.72  0.11
23 H 4.59 1.07 -1.10  0.12
24 H 1.81 -3.65 -0.50  0.12
25 H 0.62 -4.61 0.88  0.11
26 H -1.34 -6.08 1.10  0.10
27 H -3.60 -5.26 0.54  0.11
28 H -5.07 -3.36 -0.25  0.12
29 H -5.21 -1.01 -1.09  0.10
30 H -3.10 0.28 -1.42  0.03
31 H 3.91 -3.82 -1.02  0.11
32 Se -5.88 1.85 0.81  -0.44
33 Sb -4.55 3.85 0.80  -0.02
34 Se -1.15 2.22 -1.64  -0.09
35 Se -1.88 2.01 0.59  -0.20
36 Se -4.03 4.57 3.03  -0.44
37 C -2.09 -0.38 6.47  -0.09
38 C -0.78 -0.84 6.49  -0.10
39 C 0.07 -0.59 5.42  -0.11
40 C -0.41 0.11 4.32  -0.37
41 C -1.73 0.57 4.29  -0.10
42 C -2.56 0.33 5.37  -0.06
43 As 0.67 0.53 2.77  1.30
44 C 1.25 2.34 3.09  -0.30
45 C 0.47 3.49 3.04  -0.08
46 C 1.09 4.72 3.25  -0.06
47 C 2.46 4.79 3.48  -0.08
48 C 3.23 3.64 3.52  -0.03
49 C 2.63 2.40 3.32  -0.20
50 C 3.32 1.09 3.34  -0.19
51 C 4.68 0.88 3.48  -0.02
52 C 5.20 -0.40 3.46  -0.08
53 C 4.36 -1.50 3.29  -0.09
54 C 3.00 -1.31 3.13  -0.11
55 C 2.48 -0.02 3.17  -0.33
56 H -2.74 -0.57 7.31  0.10
57 H -0.41 -1.38 7.35  0.10
58 H 1.10 -0.93 5.44  0.09
59 H -2.11 1.12 3.44  0.07
60 H -3.58 0.70 5.35  0.11
61 H -0.59 3.45 2.83  0.05
62 H 0.49 5.62 3.22  0.11
63 H 2.93 5.75 3.63  0.10
64 H 4.30 3.71 3.70  0.10
65 H 5.35 1.73 3.61  0.10
66 H 6.27 -0.55 3.56  0.10
67 H 4.78 -2.50 3.26  0.10
68 H 2.34 -2.16 2.98  0.10

- gap between HOMO and LUMO (eV) = 4.247
- total charge = -1
- energy relative to the best compared isomer or geometry (same formula, charge and spin) (eV) = 1.446
- highest occupied orbital energy (eV) = -3.476
- F_max (eV/A) = 0.99

4.
Computed, not measured: a molecular structure, ArH22O11 in a non-equilibrium geometry, with ωB97M-V with the def2-TZVPD basis set.

Last column: Löwdin charge in e.
Element x y z (Å)
1 Ar 0.85 0.21 -0.53  0.22
2 O 0.52 -3.53 1.03  -0.05
3 H 0.85 -4.39 0.77  0.05
4 H 1.22 -2.92 0.83  -0.01
5 O 0.62 -2.37 -2.74  -0.05
6 H 1.26 -3.06 -2.57  0.05
7 H 1.05 -1.81 -3.40  0.05
8 O 0.70 2.29 1.85  -0.07
9 H 0.18 3.09 1.76  0.05
10 H 1.52 2.49 1.40  0.00
11 O -0.01 2.86 -3.28  -0.04
12 H -0.19 3.68 -3.73  0.05
13 H -0.64 2.24 -3.65  0.05
14 O 2.77 -1.91 0.96  -0.07
15 H 3.30 -2.25 1.68  0.06
16 H 2.67 -0.98 1.16  -0.02
17 O -1.63 -1.86 1.25  -0.06
18 H -0.89 -2.43 1.42  -0.01
19 H -1.80 -1.96 0.31  -0.02
20 O -1.81 -2.33 -1.40  -0.05
21 H -1.75 -3.29 -1.39  0.06
22 H -0.90 -2.04 -1.52  -0.02
23 O -3.33 1.64 0.43  -0.07
24 H -3.00 1.20 1.22  -0.02
25 H -2.54 1.89 -0.05  -0.02
26 O -1.67 3.52 -1.03  -0.05
27 H -1.13 3.25 -1.78  -0.02
28 H -2.43 3.94 -1.42  0.05
29 O -1.93 0.51 2.66  -0.06
30 H -1.09 0.94 2.51  0.01
31 H -1.86 -0.33 2.22  -0.02
32 O 3.61 0.86 1.70  -0.04
33 H 3.95 1.33 0.94  0.05
34 H 3.53 1.52 2.38  0.05

- gap between HOMO and LUMO (eV) = 9.484
- energy relative to the best compared isomer or geometry (same formula, charge and spin) (eV) = 0.636
- highest occupied orbital energy (eV) = -9.531
- F_max (eV/A) = 1.19